# 1
Molecular formula: C47H41AsCl5N2O3ReS5
Method: DFT, wB97M-V/def2-TZVPD

Each line ends with the Mulliken spin population.
Cartesian coordinates (Å):
Re: 1.83 0.46 0.75  2.3079
O: 0.59 4.10 6.61  0.0004
C: 0.86 3.46 5.63  0.0009
S: 1.15 4.18 4.04  0.0008
C: 1.50 2.68 3.21  0.0445
C: 1.42 1.54 3.91  -0.0063
S: 1.65 -0.03 3.24  0.0946
S: 1.01 1.70 5.61  -0.0026
S: 2.03 2.76 1.55  0.0734
N: 3.07 -1.25 1.22  0.0760
S: 3.70 -2.64 0.79  0.0210
C: 4.48 -2.50 -0.80  -0.0005
C: 3.98 -3.04 -1.97  -0.0004
C: 4.70 -2.86 -3.15  0.0003
C: 5.89 -2.16 -3.14  0.0009
C: 6.39 -1.62 -1.96  0.0005
C: 5.69 -1.79 -0.78  0.0068
C: 2.48 -3.90 0.55  0.0053
C: 1.13 -3.63 0.67  0.0129
C: 0.24 -4.69 0.58  -0.0001
C: 0.69 -5.98 0.36  0.0003
C: 2.05 -6.23 0.24  0.0008
C: 2.96 -5.19 0.35  -0.0021
H: 3.48 -1.02 2.12  -0.0135
H: 3.03 -3.54 -1.98  0.0003
H: 4.30 -3.26 -4.07  0.0000
H: 6.44 -2.02 -4.07  0.0001
H: 7.31 -1.06 -1.96  0.0001
H: 6.05 -1.36 0.14  -0.0018
H: 0.81 -2.62 0.84  0.0101
H: -0.82 -4.50 0.68  0.0004
H: -0.02 -6.79 0.28  0.0000
H: 2.41 -7.24 0.08  0.0000
H: 4.02 -5.38 0.28  0.0003
C: 0.99 0.33 -3.08  0.0059
C: 1.28 -0.85 -2.18  -0.0128
O: 1.32 -1.96 -2.69  0.0137
O: 1.39 -0.71 -0.89  0.1439
H: 1.60 0.24 -3.98  -0.0008
H: 1.15 1.30 -2.61  0.0077
H: -0.06 0.26 -3.38  -0.0017
C: -4.75 5.66 -2.49  0.0001
C: -3.86 4.53 -2.08  -0.0002
C: -2.79 4.72 -1.22  0.0004
C: -1.96 3.68 -0.82  -0.0024
C: -0.77 3.99 0.03  0.0003
C: -2.23 2.37 -1.24  0.0087
As: -1.25 0.69 -0.77  -0.0183
N: -0.24 0.67 0.84  0.1554
C: -1.01 0.35 2.01  0.0828
C: -1.46 1.32 2.90  -0.0196
C: -2.20 0.97 4.02  0.0016
C: -2.54 -0.35 4.25  -0.0005
C: -2.13 -1.33 3.35  -0.0027
C: -1.38 -0.97 2.24  -0.0239
C: -2.85 -0.36 -0.27  0.0057
C: -3.98 0.10 0.42  0.0008
C: -4.17 1.49 0.96  0.0004
C: -5.04 -0.78 0.65  -0.0003
C: -5.02 -2.10 0.21  0.0006
C: -6.17 -3.03 0.48  0.0001
C: -3.90 -2.53 -0.49  -0.0009
C: -2.83 -1.68 -0.74  -0.0057
C: -1.66 -2.22 -1.53  -0.0006
C: -3.25 2.18 -2.19  -0.0056
C: -3.54 0.85 -2.85  -0.0002
C: -4.05 3.25 -2.57  0.0009
H: -4.45 6.59 -2.02  0.0000
H: -5.79 5.47 -2.21  0.0000
H: -4.73 5.81 -3.57  0.0000
H: -2.57 5.72 -0.86  0.0003
H: -0.74 5.05 0.30  -0.0058
H: 0.15 3.76 -0.50  0.0061
H: -0.74 3.40 0.93  -0.0001
H: -1.20 2.35 2.74  0.0039
H: -2.51 1.74 4.71  0.0000
H: -3.12 -0.63 5.12  0.0002
H: -2.39 -2.37 3.51  0.0000
H: -1.06 -1.73 1.54  -0.0036
H: -3.24 2.04 1.05  -0.0006
H: -4.63 1.44 1.95  0.0000
H: -4.82 2.06 0.30  0.0001
H: -5.90 -0.42 1.20  0.0000
H: -6.94 -2.54 1.07  0.0000
H: -5.83 -3.91 1.03  0.0000
H: -6.62 -3.38 -0.45  0.0000
H: -3.86 -3.55 -0.86  -0.0001
H: -1.81 -3.28 -1.76  -0.0002
H: -0.72 -2.12 -1.00  -0.0030
H: -1.53 -1.70 -2.48  0.0006
H: -2.68 0.18 -2.86  0.0011
H: -3.82 1.03 -3.89  -0.0001
H: -4.35 0.32 -2.36  0.0001
H: -4.85 3.06 -3.29  -0.0001
Cl: 3.72 0.59 -2.41  -0.0029
C: 4.54 1.30 -1.06  -0.0430
C: 4.02 1.15 0.23  0.0421
C: 4.94 1.58 1.21  0.0473
Cl: 4.67 1.22 2.89  -0.0018
C: 6.12 2.26 0.95  -0.0089
Cl: 7.14 2.84 2.23  -0.0001
C: 6.51 2.50 -0.37  0.0127
Cl: 7.94 3.39 -0.72  0.0012
C: 5.73 1.97 -1.38  -0.0086
Cl: 6.25 2.15 -3.02  -0.0007

Its LUMO energy (alpha / beta) is 2.07 / 1.79 eV. The calculation puts the energy relative to the best compared isomer or geometry (same formula, charge and spin) at 114.6 kJ/mol. For the total energy, the calculation gives -8756.858569 Eh. Its net charge is -1. The value obtained for the HOMO-LUMO gap (alpha / beta) is 6.27 / 6.40 eV. As for the spin multiplicity: 4.


# 2
Molecular formula: C47H41CeN4O3PS
Method: DFT, wB97M-V/def2-TZVPD

Each line ends with the Mulliken spin population.
Cartesian coordinates (Å):
Ce: 10.34 -1.33 19.54  1.0110
C: 8.67 -0.84 26.74  0.0000
O: 9.27 -0.23 25.64  0.0000
C: 9.49 1.10 25.71  0.0000
C: 9.97 1.77 26.83  0.0001
C: 10.29 3.14 26.72  -0.0001
C: 10.25 3.81 25.51  0.0000
C: 9.65 3.15 24.38  0.0002
C: 9.31 1.82 24.47  -0.0002
N: 8.87 1.08 23.36  -0.0001
C: 9.67 0.64 22.37  0.0009
N: 10.90 1.22 22.27  -0.0028
C: 12.13 0.71 21.76  -0.0060
C: 12.23 -0.28 20.82  0.0104
C: 13.52 -0.80 20.61  -0.0059
C: 14.62 -0.36 21.31  -0.0001
C: 14.55 0.76 22.14  0.0005
C: 13.28 1.34 22.35  -0.0005
O: 12.99 2.39 23.15  0.0000
C: 14.08 3.04 23.79  0.0000
N: 9.30 -0.26 21.50  -0.0081
C: 7.97 -0.81 21.44  0.0053
C: 6.76 -0.02 21.46  0.0005
C: 5.53 -0.66 21.40  0.0002
C: 5.48 -2.05 21.25  0.0000
C: 6.61 -2.83 21.19  -0.0004
C: 7.82 -2.18 21.36  -0.0047
O: 8.94 -2.98 21.24  -0.0024
C: 9.56 -3.29 22.52  -0.0007
H: 8.19 -1.78 26.43  0.0000
H: 7.82 -0.23 27.10  0.0000
H: 9.26 -1.04 27.60  0.0000
H: 10.06 1.31 27.79  0.0000
H: 10.63 3.57 27.66  0.0000
H: 10.58 4.83 25.47  0.0000
H: 9.52 3.69 23.43  0.0000
H: 8.16 0.41 23.59  0.0000
H: 11.13 1.89 23.00  -0.0002
H: 13.57 -1.61 19.91  0.0014
H: 15.63 -0.70 21.08  0.0000
H: 15.35 1.17 22.67  0.0000
H: 13.74 3.99 24.15  0.0000
H: 14.86 3.22 23.00  0.0000
H: 14.55 2.40 24.49  0.0000
H: 6.75 1.07 21.42  0.0002
H: 4.62 -0.07 21.46  0.0000
H: 4.53 -2.59 21.11  0.0000
H: 6.54 -3.91 21.02  -0.0001
H: 10.57 -3.75 22.35  0.0000
H: 8.88 -4.00 23.06  0.0000
H: 9.67 -2.33 23.10  0.0001
C: 3.18 -2.11 16.94  -0.0002
C: 3.83 -3.34 17.08  0.0001
C: 5.22 -3.35 17.37  -0.0002
C: 5.93 -2.15 17.40  0.0004
C: 5.26 -0.97 17.29  0.0000
C: 3.89 -0.90 17.04  0.0000
P: 7.79 -2.15 17.64  0.0062
C: 8.47 -3.88 17.15  -0.0029
C: 8.25 -4.97 17.97  0.0003
C: 8.79 -6.22 17.66  0.0001
C: 9.69 -6.39 16.59  0.0001
C: 9.99 -5.24 15.85  0.0000
C: 9.36 -4.01 16.10  0.0006
C: 8.25 -1.13 16.16  -0.0021
C: 7.50 -1.23 15.05  -0.0002
C: 7.70 -0.26 13.98  -0.0001
C: 8.82 0.54 13.95  -0.0007
C: 9.64 0.53 15.05  0.0024
C: 10.85 1.27 15.04  -0.0004
C: 11.63 1.33 16.18  0.0014
C: 11.26 0.61 17.34  0.0022
C: 10.12 -0.18 17.42  -0.0081
C: 9.35 -0.20 16.23  0.0038
H: 2.12 -2.05 16.83  0.0000
H: 3.35 -4.28 17.04  0.0000
H: 5.72 -4.29 17.61  -0.0001
H: 5.90 -0.06 17.33  0.0001
H: 3.35 0.04 16.83  0.0000
H: 7.51 -4.86 18.82  -0.0001
H: 8.59 -7.08 18.34  0.0000
H: 10.09 -7.34 16.26  0.0000
H: 10.69 -5.29 15.02  0.0000
H: 9.68 -3.21 15.51  0.0000
H: 6.70 -2.04 14.85  0.0001
H: 7.02 -0.25 13.17  0.0000
H: 8.99 1.27 13.13  0.0000
H: 11.23 1.78 14.16  -0.0001
H: 12.55 1.90 16.09  0.0004
H: 11.97 0.70 18.19  -0.0064
S: 13.57 -4.97 17.98  -0.0002
C: 13.67 -3.48 17.13  0.0007
C: 12.64 -2.67 17.49  0.0039
N: 11.81 -3.21 18.46  0.0004
C: 12.17 -4.41 18.77  0.0017
H: 14.45 -3.32 16.43  0.0000
H: 12.45 -1.72 17.08  -0.0012
H: 11.71 -5.21 19.40  0.0002

Its LUMO energy (alpha / beta) is -1.97 / -1.95 eV. For the total energy, the calculation gives -3474.766790 Eh. Its net charge is +1. The value obtained for the HOMO-LUMO gap (alpha / beta) is 7.86 / 7.88 eV. As for the spin multiplicity: 2.